(a)
One molecule with the formula CH2I2, computed with ωB97M-V with the def2-TZVPD basis set.

Summary:
Total charge: 0
E_LUMO: -2.332 eV

Element x y z (Å)
C (0.923, -0.615, 0.096)
I (-1.081, -0.425, -0.242)
I (-3.011, 1.814, -0.307)
H (1.753, -0.209, -0.594)
H (1.415, -0.566, 1.047)

Here are the Mulliken charges for atoms 1 to 2, given in e: C -0.64; I 0.42

=====

(b)
One molecule with the formula CH2I2, computed with ωB97M-V with the def2-TZVPD basis set.

Summary:
Total charge: 0
E_LUMO (spin up / spin down): -0.825 / -0.825 eV

Element x y z (Å)
C (0.899, 0.370, -0.025)
I (-0.171, -1.248, 0.013)
I (-2.738, -1.083, 0.015)
H (0.926, 1.020, -0.945)
H (1.084, 0.941, 0.942)

Here are the Mulliken charges for atoms 1 to 2, given in e: C -0.74; I 0.46

=====

Relative energies, in kJ/mol, with the most stable structure set to zero: (a) 0.0; (b) 7.6.

=====

(a)
One molecule with the formula C5H2O, computed with ωB97M-V with the def2-TZVPD basis set.

Summary:
Total charge: 0
E_LUMO: -0.604 eV
SMILES: C1=C=COC=C=1

Element x y z (Å)
O (-0.401, -0.484, -0.829)
C (-1.248, 0.080, -0.024)
C (-0.876, 0.791, 1.162)
C (0.398, 0.672, 1.127)
C (1.564, 0.272, 0.629)
C (1.213, -0.384, -0.467)
H (-2.310, -0.015, -0.304)
H (1.660, -0.932, -1.294)

Here are the Mulliken charges for atoms 1 to 2, given in e: O -0.37; C 0.28

=====

(b)
One molecule with the formula C5H2O, computed with ωB97M-V with the def2-TZVPD basis set.

Summary:
Total charge: 0
E_LUMO: -0.527 eV
SMILES: C#CC#CC=O

Element x y z (Å)
O (-2.425, -0.696, -0.747)
C (-2.206, 0.173, 0.066)
C (-0.825, 0.511, 0.371)
C (0.384, 0.442, 0.357)
C (1.699, 0.101, 0.131)
C (2.752, -0.377, -0.208)
H (-3.019, 0.704, 0.583)
H (3.640, -0.857, -0.553)

Here are the Mulliken charges for atoms 1 to 2, given in e: O -0.40; C -0.17

=====

Relative energies, in kJ/mol, with the most stable structure set to zero: (a) 208.0; (b) 0.0.

=====

(a)
A 2-piece molecular cluster, C4H4 overall, computed with ωB97M-V with the def2-TZVPD basis set.

Summary:
Total charge: 0
E_LUMO: -0.346 eV

Element x y z (Å)
C (-0.699, 0.451, 0.541)
C (-1.670, 1.043, 1.024)
C (0.528, 0.542, -0.252)
C (0.056, -0.699, 0.034)
H (0.684, 1.022, -1.169)
H (1.361, 0.779, 0.394)
H (0.515, -1.469, 0.599)
H (-0.775, -1.669, -1.171)

Here are the Mulliken charges for atoms 1 to 2, given in e: C 0.16; C -0.18

=====

(b)
One molecule with the formula C4H4, computed with ωB97M-V with the def2-TZVPD basis set.

Summary:
Total charge: 0
E_LUMO: 0.962 eV
SMILES: C1=C2C[C@H]12

Element x y z (Å)
C (1.261, 0.400, -0.232)
C (0.872, -0.799, 0.259)
C (-0.921, -0.544, -0.164)
C (-0.138, 0.660, 0.161)
H (2.102, 0.953, -0.493)
H (-1.035, -0.908, -1.113)
H (-1.662, -1.024, 0.623)
H (-0.478, 1.261, 0.960)

Here are the Mulliken charges for atoms 1 to 2, given in e: C -0.05; C -0.45

=====

(c)
C4H4 as an isolated structure, computed with ωB97M-V with the def2-TZVPD basis set.

Summary:
Total charge: 0
E_LUMO: -1.488 eV

Element x y z (Å)
C (-0.943, -2.275, 1.185)
C (-0.308, -1.571, 0.316)
C (0.227, -0.692, -0.505)
C (-0.011, 1.230, -0.023)
H (1.114, -0.891, -1.165)
H (-0.931, 1.146, 0.718)
H (-0.115, 1.730, -0.925)
H (0.968, 1.322, 0.398)

Here are the Mulliken charges for atoms 1 to 2, given in e: C -0.44; C 0.28

=====

Relative energies, in kJ/mol, with the most stable structure set to zero: (a) 283.0; (b) 0.0; (c) 153.1.

=====

(a)
One molecule with the formula C4H4, computed with ωB97M-V with the def2-TZVPD basis set.

Summary:
Total charge: 0
E_LUMO: 0.833 eV
SMILES: C#CC=C

Element x y z (Å)
C (-2.106, 0.173, 0.072)
C (-0.955, -0.146, -0.147)
C (1.422, 0.323, -0.004)
C (0.429, -0.544, -0.054)
H (-3.077, 0.660, -0.061)
H (2.342, -0.087, 0.297)
H (1.530, 1.286, -0.251)
H (0.414, -1.666, 0.147)

Here are the Mulliken charges for atoms 1 to 2, given in e: C -0.11; C -0.18

=====

(b)
A 2-piece molecular cluster, C4H4 overall, computed with ωB97M-V with the def2-TZVPD basis set.

Summary:
Total charge: 0
E_LUMO (spin up / spin down): -0.282 / -1.785 eV

Element x y z (Å)
C (0.646, 0.096, -0.438)
C (-0.467, -0.495, -0.525)
C (0.988, 1.518, 1.636)
C (-1.597, -1.170, -0.767)
H (-0.157, 1.639, 1.485)
H (1.574, 0.518, -0.217)
H (-2.421, -0.619, -1.061)
H (-1.459, -2.152, -0.388)

Here are the Mulliken charges for atoms 1 to 2, given in e: C -0.23; C 0.15

=====

Relative energies, in kJ/mol, with the most stable structure set to zero: (a) 0.0; (b) 630.9.

=====

(a)
A 2-piece molecular cluster, C4H4 overall, computed with ωB97M-V with the def2-TZVPD basis set.

Summary:
Total charge: 0
E_LUMO: 1.150 eV
SMILES: C#C.C#C

Element x y z (Å)
C (-0.309, -1.297, -0.793)
C (-1.496, -1.431, -0.631)
C (0.776, 0.773, 0.652)
C (0.956, 1.976, 0.686)
H (0.860, -1.508, -0.780)
H (-2.529, -1.237, -0.152)
H (0.770, -0.376, 0.909)
H (1.335, 2.993, 0.540)

Here are the Mulliken charges for atoms 1 to 2, given in e: C -0.37; C -0.26

=====

(b)
A 2-piece molecular cluster, C4H4 overall, computed with ωB97M-V with the def2-TZVPD basis set.

Summary:
Total charge: 0
E_LUMO: 1.233 eV
SMILES: C#C.C#C

Element x y z (Å)
C (-1.103, 0.876, -0.941)
C (-0.321, 1.256, -1.773)
C (0.769, -0.570, 1.040)
C (0.609, -1.585, 1.557)
H (-1.802, 0.546, -0.205)
H (0.382, 1.609, -2.490)
H (0.843, 0.375, 0.548)
H (0.622, -2.507, 2.263)

Here are the Mulliken charges for atoms 1 to 2, given in e: C -0.52; C -0.19

=====

(c)
A 2-piece molecular cluster, C4H4 overall, computed with ωB97M-V with the def2-TZVPD basis set.

Summary:
Total charge: 0
E_LUMO: 1.094 eV
SMILES: C#C.C#C

Element x y z (Å)
C (2.058, -0.593, -0.187)
C (2.202, 0.639, -0.114)
C (-1.657, -0.249, 0.292)
C (-2.891, 0.118, -0.233)
H (2.547, -1.675, -0.210)
H (2.334, 1.763, 0.375)
H (-0.598, -0.409, 0.799)
H (-3.996, 0.407, -0.723)

Here are the Mulliken charges for atoms 1 to 2, given in e: C -0.43; C -0.10

=====

Relative energies, in kJ/mol, with the most stable structure set to zero: (a) 81.5; (b) 0.0; (c) 274.2.

=====

(a)
One molecule with the formula C2H4NOP, computed with ωB97M-V with the def2-TZVPD basis set.

Summary:
Total charge: 0
E_LUMO: 0.329 eV
SMILES: N#CCPO

Element x y z (Å)
C (0.762, -0.700, 1.650)
C (0.069, -0.579, 0.313)
N (1.257, -0.991, 2.648)
O (-0.611, 0.740, -2.069)
P (0.623, 0.771, -1.003)
H (0.000, -1.479, -0.232)
H (-0.988, -0.369, 0.578)
H (-1.548, 0.678, -1.863)
H (0.435, 1.929, -0.021)

Here are the Mulliken charges for atoms 1 to 2, given in e: C 0.17; C -0.57

=====

(b)
C2H4NOP as an isolated structure, computed with ωB97M-V with the def2-TZVPD basis set.

Summary:
Total charge: 0
E_LUMO: 0.273 eV

Element x y z (Å)
C (-1.259, 0.419, 0.445)
C (0.964, -0.677, 0.068)
N (-1.218, 0.490, -0.861)
O (-0.360, -0.056, 1.210)
P (0.269, -0.013, -1.593)
H (-2.172, 0.530, 0.930)
H (1.773, -0.184, 0.586)
H (0.907, -1.647, 0.452)
H (1.097, 1.138, -1.237)

Here are the Mulliken charges for atoms 1 to 2, given in e: C 0.17; C -0.36

=====

Relative energies, in kJ/mol, with the most stable structure set to zero: (a) 0.0; (b) 136.5.

=====

(a)
An isolated ion of composition C8H18N3 and charge +1, computed with ωB97M-V with the def2-TZVPD basis set.

Summary:
Total charge: +1
E_LUMO: -4.243 eV
SMILES: [H]/N=C(\N[NH3+])C1C(C)(C)C1(C)C

Element x y z (Å)
C (1.688, -0.152, 0.241)
C (0.047, -0.353, -0.352)
C (-0.949, 0.667, -0.450)
C (-1.193, -0.498, 0.424)
C (-1.715, 0.757, -1.812)
C (-0.783, 2.126, 0.002)
C (-1.054, -0.423, 1.971)
C (-2.098, -1.641, 0.042)
N (1.914, -0.384, 1.421)
N (2.509, 0.270, -0.781)
N (3.949, 0.114, -0.519)
H (0.315, -0.965, -1.297)
H (-2.755, 1.068, -1.671)
H (-1.801, -0.077, -2.389)
H (-1.231, 1.363, -2.541)
H (-0.110, 2.686, -0.668)
H (-0.390, 2.115, 1.045)
H (-1.676, 2.753, -0.132)
H (-1.964, -0.164, 2.507)
H (-0.347, 0.240, 2.406)
H (-0.651, -1.376, 2.434)
H (-2.781, -1.383, -0.716)
H (-2.846, -1.953, 0.832)
H (-1.682, -2.585, -0.221)
H (2.841, -0.497, 1.750)
H (2.122, 1.264, -1.213)
H (4.410, -0.487, -1.320)
H (4.384, 1.096, -0.516)
H (4.170, -0.184, 0.435)

Here are the Mulliken charges for atoms 1 to 2, given in e: C 0.27; C -0.71

=====

(b)
An isolated ion of composition C8H18N3 and charge +1, computed with ωB97M-V with the def2-TZVPD basis set.

Summary:
Total charge: +1
E_LUMO: -4.341 eV
SMILES: C/C=[NH+]/[C@]1(C)CN(C)C[C@H]1N

Element x y z (Å)
C (-2.006, -1.244, 0.595)
C (0.019, 2.048, -0.499)
C (0.411, 0.500, 1.289)
C (-0.364, 0.635, -1.084)
C (0.161, -0.533, -0.099)
C (-2.897, -2.350, 0.979)
C (1.427, -1.140, -0.479)
C (2.275, 2.016, 0.846)
N (-0.787, -1.442, 0.252)
N (0.878, 1.748, 0.722)
N (0.102, 0.493, -2.411)
H (-2.417, -0.211, 0.666)
H (0.518, 2.606, -1.200)
H (-0.848, 2.668, -0.227)
H (-0.482, 0.789, 1.809)
H (1.163, 0.266, 2.033)
H (-1.414, 0.614, -0.955)
H (-2.445, -2.733, 2.003)
H (-3.861, -2.062, 1.016)
H (-2.657, -3.212, 0.276)
H (1.868, -1.653, 0.357)
H (2.252, -0.411, -0.781)
H (1.267, -1.898, -1.290)
H (2.879, 1.332, 0.222)
H (2.524, 3.102, 0.583)
H (2.518, 1.790, 1.852)
H (0.138, 1.369, -2.982)
H (-0.510, -0.234, -2.962)
H (-0.514, -2.544, 0.260)

Here are the Mulliken charges for atoms 1 to 2, given in e: C 0.28; C -1.10

=====

Relative energies, in kJ/mol, with the most stable structure set to zero: (a) 223.3; (b) 0.0.

=====

(a)
A 2-piece molecular cluster, CBrNO3 overall, computed with ωB97M-V with the def2-TZVPD basis set.

Summary:
Total charge: 0
E_LUMO: -1.282 eV
SMILES: O=C=O.O=NBr

Element x y z (Å)
C (1.663, 0.631, 0.091)
N (-1.094, -0.920, -0.163)
O (1.321, 1.326, -0.739)
O (-1.727, -1.881, -0.196)
O (1.907, 0.012, 1.003)
Br (-2.070, 0.832, 0.004)

Here are the Mulliken charges for atoms 1 to 2, given in e: C 0.66; N 0.31

=====

(b)
A 2-piece molecular cluster, CBrNO3 overall, computed with ωB97M-V with the def2-TZVPD basis set.

Summary:
Total charge: 0
E_LUMO (spin up / spin down): -1.355 / -1.086 eV

Element x y z (Å)
C (-0.749, -0.649, -1.377)
N (0.349, 0.653, 1.011)
O (0.056, -1.128, -1.998)
O (1.120, -0.195, 1.117)
O (-0.091, 1.587, 1.576)
Br (-2.267, 0.450, -1.795)

Here are the Mulliken charges for atoms 1 to 2, given in e: C 0.27; N 0.79

=====

Relative energies, in kJ/mol, with the most stable structure set to zero: (a) 0.0; (b) 353.4.